Record 1
17
Properties=species:S:1:pos:R:3:forces:R:3 method="wB97M-V/def2-TZVPD" spin_multiplicity=3 orbital_gap_ev="5.92 / 7.11"
C 1.6271 -0.8285 0.8833 -1.26 -1.14 1.12
C 0.4965 -1.5660 0.7561 -1.87 -1.11 0.35
C 1.2466 0.1598 -1.3084 -1.98 -1.82 -0.85
C 1.9163 0.1425 -0.1195 1.21 1.23 -1.45
C 0.1624 -0.6603 -1.5763 0.12 1.75 -3.02
C -0.2590 -1.4858 -0.4660 -0.07 -1.36 2.08
N -0.4598 2.4279 0.2693 -0.05 -0.76 1.50
N -0.9481 1.3990 -0.1404 -1.51 0.57 0.05
O -1.7624 0.6516 0.8229 0.42 0.97 0.16
F -1.3338 -2.2972 -0.5953 0.38 0.43 -0.13
Cl 3.2744 1.1763 0.0849 -0.21 -0.18 0.14
H 2.1972 -0.6917 1.7444 0.56 -0.46 1.60
H -0.0394 -2.2225 1.5523 1.58 1.19 -1.28
H 1.4626 0.8166 -2.0693 0.87 1.61 -1.36
H -0.4644 -0.4625 -2.5593 1.32 -0.73 2.44
H -2.4568 0.2013 0.3066 0.64 0.18 -0.14
H -0.6237 2.6110 1.3124 -0.16 -0.37 -1.22

Record 2
102
Properties=species:S:1:pos:R:3:forces:R:3 method="wB97M-V/def2-TZVPD" de_lowest_kj_mol=1075.4 orbital_gap_ev=9.05 smiles="NC(N)=O.NC(N)=O.NC(N)=O.CC(C)O.CC(C)O.CC(C)O.CC(C)O.CC(C)O.CO.CO.CO"
C 30.6796 15.5236 -13.2910 1.60 -0.02 0.87
O 29.9402 14.5592 -12.5381 -1.72 0.44 -0.21
H 31.6972 15.5507 -12.7909 -0.99 0.20 -0.94
H 30.2139 16.4905 -13.2132 -0.05 0.46 0.07
H 30.7305 15.2554 -14.3415 0.13 -0.24 -0.05
H 29.0829 14.9802 -12.2905 0.80 -0.65 -0.54
C 28.9218 9.1151 -9.4885 1.60 1.81 0.46
O 28.9789 9.8025 -10.7432 -2.06 -0.96 0.50
H 28.7153 8.1004 -9.6536 -0.43 -1.31 -0.12
H 28.3378 9.5386 -8.6598 -0.97 0.23 -0.82
H 29.9042 9.2320 -9.0332 0.49 -0.69 -0.17
H 29.7453 10.3473 -10.7757 1.04 0.90 0.05
C 32.8681 7.5685 -13.7730 -0.51 0.29 -1.74
O 31.4854 7.8308 -13.7627 -0.37 0.53 0.68
H 33.0862 6.5871 -14.1978 0.28 0.11 0.23
H 33.2955 7.7415 -12.8355 0.48 -0.43 1.83
H 33.3060 8.3590 -14.3644 0.46 0.03 -0.74
H 30.9984 7.1034 -14.1224 -0.28 -0.55 -0.22
C 26.5322 12.4901 -10.4402 -6.77 1.40 3.98
O 25.4408 13.0094 -9.7561 5.77 -2.31 -3.64
N 27.6351 13.1150 -10.7104 3.87 4.96 0.57
N 26.5328 11.2669 -10.9434 -3.35 -1.37 0.47
H 27.7467 14.1185 -10.4074 -0.56 -1.80 -0.34
H 28.5142 12.7096 -11.0501 -0.87 -0.25 0.11
H 25.6310 10.8075 -10.7385 1.11 -0.03 -0.34
H 27.3616 10.7446 -11.1132 0.82 -0.65 0.08
C 32.8492 10.9124 -7.5032 4.56 6.51 -2.40
O 33.7907 11.8528 -7.9200 -5.18 -4.93 1.63
N 33.1949 10.0546 -6.5887 -1.75 -3.46 2.84
N 31.5795 10.8494 -7.8308 -0.94 0.13 -0.19
H 34.0385 10.2970 -6.1622 1.42 0.02 1.16
H 32.4400 9.4615 -6.0647 2.13 1.88 -0.95
H 31.2410 11.3658 -8.5799 -0.51 0.98 -1.70
H 30.9123 10.2863 -7.3532 -0.10 -0.42 0.28
C 31.7017 14.6152 -9.4481 5.07 3.74 -4.98
O 32.7510 15.3011 -10.0318 -5.47 -3.39 2.54
N 30.5653 14.2832 -10.0229 -2.31 -0.09 -1.82
N 31.7659 14.1373 -8.2764 1.20 -1.96 6.19
H 30.4759 14.3887 -11.0530 -0.54 0.39 0.69
H 29.8124 13.9608 -9.3965 0.59 0.32 -0.95
H 32.6845 14.1884 -7.9358 1.41 0.19 0.87
H 31.2514 13.4043 -7.7297 0.19 1.29 -1.69
C 28.0527 10.1955 -13.8448 0.56 1.32 -1.56
C 28.3291 11.7023 -13.7769 6.59 -3.96 -1.36
C 28.8585 12.3803 -15.0132 4.23 0.31 0.76
O 27.3220 12.3632 -13.5249 -10.32 5.77 1.57
H 27.6027 9.9892 -14.8231 -0.02 -0.37 0.31
H 27.4255 9.9419 -13.0467 -1.22 -0.45 0.93
H 28.9521 9.6719 -13.6846 1.13 -0.97 -0.15
H 28.9092 11.9528 -12.8888 2.32 -0.92 -0.16
H 29.7736 11.8631 -15.4091 -0.47 0.49 0.34
H 29.2026 13.4200 -14.6802 -0.61 -1.36 -0.74
H 28.1859 12.4490 -15.8166 -1.42 0.19 -0.75
H 27.1182 12.2742 -12.6016 -1.04 0.11 0.15
C 31.2813 6.4330 -10.9509 -1.01 -0.96 0.32
C 30.9726 6.0304 -9.5088 -7.30 0.44 -3.85
C 30.0079 4.8316 -9.4112 -3.08 2.86 -1.19
O 31.9721 5.6959 -8.8499 7.71 -2.44 4.61
H 32.2278 6.1307 -11.2267 2.47 -1.18 -0.10
H 31.3955 7.4645 -10.9905 -0.58 1.93 -0.56
H 30.7002 5.9820 -11.7440 -0.88 0.44 0.05
H 30.5077 6.8948 -9.0182 -0.65 0.15 -0.23
H 29.3016 4.9415 -10.2584 -0.11 -0.18 0.44
H 29.3855 4.8044 -8.5073 0.43 0.15 0.02
H 30.4255 3.9092 -9.5514 1.72 -2.23 -0.22
H 32.2715 6.4423 -8.3558 1.23 0.55 0.84
C 32.2614 9.8762 -11.1285 0.92 0.20 1.33
C 31.9139 11.2992 -11.4286 11.21 -3.36 -7.10
C 31.7487 11.5171 -12.9311 0.21 0.95 -0.74
O 30.9643 11.7042 -10.8169 -11.48 1.47 7.28
H 31.5743 9.3276 -11.6611 -2.04 -1.85 -0.69
H 32.1951 9.7397 -10.0078 0.28 -0.32 -1.41
H 33.2028 9.5298 -11.5811 0.04 0.57 0.68
H 32.7836 11.8332 -11.0762 1.14 0.65 -0.40
H 32.6588 11.3164 -13.4656 0.61 -0.09 -0.25
H 31.4689 12.5708 -13.1609 0.22 -0.53 0.31
H 30.9882 10.9110 -13.4103 -0.30 -0.40 0.31
H 30.9785 12.6225 -10.7172 -0.35 2.53 0.47
C 30.7839 9.4335 -16.2347 1.45 -0.94 0.98
C 30.0557 9.8874 -17.4709 5.79 -0.98 -0.91
C 30.1375 8.8372 -18.4861 -3.37 -1.33 -1.42
O 28.8131 10.1830 -17.3826 -6.83 1.71 2.15
H 31.6719 10.0315 -16.0024 -0.20 0.26 -0.08
H 31.2213 8.4095 -16.3095 -0.60 0.53 -0.17
H 30.1894 9.4224 -15.3388 -0.42 0.05 0.24
H 30.5340 10.7672 -17.8261 1.36 1.02 -0.58
H 29.5273 7.9903 -18.0934 0.54 0.22 -0.08
H 31.0534 8.4695 -18.7793 2.23 -0.53 -0.44
H 29.5426 9.1201 -19.3830 0.61 0.10 0.32
H 28.7313 10.8192 -16.6540 -0.52 -0.23 -0.42
C 35.1692 6.0760 -7.9568 1.01 -0.56 0.48
C 34.6185 7.4733 -7.8175 6.35 1.28 -5.70
C 34.5493 8.1785 -9.2233 -0.72 0.68 -0.18
O 33.4372 7.5171 -7.3851 -7.74 1.27 4.20
H 35.9856 6.0153 -8.6841 -0.23 0.23 -0.03
H 34.4886 5.2229 -8.1605 -0.09 1.04 0.09
H 35.6459 5.9080 -7.0103 0.29 -0.78 0.66
H 35.2418 8.2241 -7.2679 0.60 -1.17 0.22
H 34.1392 9.2196 -9.0750 0.62 -0.86 -0.09
H 33.7962 7.6891 -9.8812 0.59 -0.05 0.41
H 35.4930 8.2754 -9.7445 0.28 -0.06 -0.12
H 33.3248 8.5021 -7.2018 -0.47 -1.73 -0.32

Record 3
28
Properties=species:S:1:pos:R:3:forces:R:3 method="wB97M-V/def2-TZVPD" de_lowest_kj_mol=15.2 orbital_gap_ev="6.82 / 7.09"
C 1.9595 2.3628 -0.7427 0.02 0.10 -0.06
C 2.2469 1.0867 -1.1987 -0.05 0.06 -0.04
C 1.3758 2.5308 0.5089 0.00 0.17 -0.12
C 1.9353 -0.0157 -0.4251 0.16 -0.01 0.33
C 1.0798 1.4419 1.2941 0.05 -0.19 0.09
C 1.3531 0.1316 0.8525 0.37 0.46 -0.35
C -1.6306 -1.0622 1.8312 -0.17 -0.04 0.22
C 0.9520 -0.9896 1.6091 -1.07 -0.43 -0.64
C -1.1930 -0.5269 -0.7208 0.13 -0.18 -0.15
C -1.2053 -1.4328 0.4716 1.18 -0.03 0.33
N -1.2365 -2.7802 0.2423 -0.18 0.11 0.13
N -1.9187 0.7177 -0.4791 -0.15 0.15 -0.11
O -1.8356 -1.9213 2.6662 -0.07 0.06 0.02
O -1.7885 0.2372 2.1122 -0.02 -0.03 0.30
H 2.1911 3.2228 -1.3533 0.03 0.07 -0.04
H 2.6999 0.9522 -2.1691 0.08 -0.03 -0.10
H 1.1518 3.5275 0.8647 0.00 0.04 0.04
H 2.1743 -1.0111 -0.7769 0.00 -0.07 -0.04
H 0.6324 1.5744 2.2679 -0.04 0.03 0.11
H 0.6634 -0.8613 2.6360 -0.11 0.03 0.22
H 1.3139 -1.9680 1.3344 0.06 -0.14 -0.04
H -1.5900 -1.0946 -1.5783 0.07 0.07 0.17
H -0.1520 -0.2509 -0.9692 -0.31 -0.11 0.03
H -0.6783 -3.1655 -0.5007 -0.01 0.04 -0.04
H -1.2815 -3.3114 1.1030 0.04 -0.08 -0.06
H -1.6644 0.7721 1.2962 -0.06 -0.08 -0.18
H -2.9199 0.5492 -0.4623 0.05 0.08 -0.09
H -1.7225 1.3968 -1.2044 0.01 -0.03 0.09

Record 4
21
Properties=species:S:1:pos:R:3:forces:R:3 method="wB97M-V/def2-TZVPD" spin_multiplicity=2 charge=+2 de_lowest_kj_mol=0.0 orbital_gap_ev="9.28 / 2.75"
In -0.3225 -0.0057 -0.9002 -0.21 -1.39 0.17
C 0.9817 3.6526 -0.7905 -1.64 0.34 -1.66
C 0.0580 3.6683 0.4672 0.74 -2.31 0.26
O -0.2010 2.3390 0.9027 0.12 1.12 -1.22
O 0.5827 2.8383 -1.9078 0.21 0.30 2.54
H 1.9454 3.2150 -0.5300 0.74 -0.14 0.75
H 1.0817 4.6612 -1.1916 0.44 0.19 0.35
H -0.8752 4.0655 0.0679 -0.48 0.50 -0.24
H 0.4721 4.2772 1.2708 -0.03 0.19 -0.19
H -0.4204 2.2934 1.8362 0.05 0.14 0.68
H 1.0758 3.2092 -2.6432 0.00 0.23 -1.15
C 0.2778 -3.5845 0.6422 -0.22 -1.56 -1.05
C -1.2123 -3.6613 0.1537 1.08 0.43 0.31
O -1.8412 -2.3501 0.1600 0.42 -0.38 0.18
O 1.0872 -2.6641 -0.1005 -1.06 1.31 -0.21
H 0.6932 -4.5642 0.4061 -0.22 -0.35 0.08
H 0.4241 -3.5006 1.7191 -0.47 0.62 0.03
H -1.7485 -4.3627 0.7930 0.10 0.26 0.51
H -1.3766 -4.1072 -0.8273 0.75 0.26 -0.29
H -2.7013 -2.5260 0.5484 -0.31 0.54 -0.01
H 2.0191 -2.8932 -0.0760 -0.02 -0.29 0.16

Record 5
10
Properties=species:S:1:pos:R:3:forces:R:3 method="wB97M-V/def2-TZVPD" de_lowest_kj_mol=323.5 orbital_gap_ev=8.23
C 1.5797 -0.2668 0.1007 0.61 -0.08 -0.06
C -0.5206 1.0391 0.5042 -0.36 0.30 0.40
C 0.1704 -0.2838 0.1158 -1.41 1.66 -1.18
N 2.7252 -0.2739 0.1655 0.22 -0.07 0.03
N -0.4910 -1.2297 -0.5353 0.15 0.04 0.18
O -0.2287 1.6435 -0.6617 0.54 -1.56 0.32
H -1.5983 0.8642 0.6845 0.09 -0.14 0.11
H -0.0749 1.5083 1.3982 -0.04 -0.29 -0.02
H -1.5021 -1.2339 -0.4952 0.21 0.09 0.00
H -0.0598 -1.7670 -1.2768 0.00 0.03 0.22

Record 6
69
Properties=species:S:1:pos:R:3:forces:R:3 method="wB97M-V/def2-TZVPD" de_lowest_kj_mol=0.0 orbital_gap_ev=5.21
Sn -0.0280 0.1552 -0.3893 -0.61 -0.31 2.24
Si 2.8451 0.2334 0.2954 -0.50 0.14 -3.22
P -0.4978 0.5263 -2.8740 -0.33 -0.21 0.19
N -0.8409 -1.6666 0.0695 -0.46 2.51 -0.02
H -0.3951 2.2706 1.6941 -0.06 0.51 0.02
C -2.2869 0.7906 -3.0293 -0.18 0.10 -0.39
H -2.5083 1.0981 -4.0626 -0.10 -0.08 0.25
H -2.6218 1.5660 -2.3255 0.22 -0.26 -0.13
H -2.8213 -0.1427 -2.8009 0.23 0.25 -0.01
C 0.2797 2.0011 -3.5893 0.01 0.15 -0.37
H -0.1048 2.1257 -4.6130 0.20 0.11 0.22
H 1.3718 1.8812 -3.6252 -0.31 0.00 0.03
H 0.0392 2.8978 -2.9994 0.03 -0.36 -0.11
C -0.0891 -0.8619 -3.9597 -0.02 0.01 -0.52
H -0.3680 -0.5963 -4.9909 0.11 -0.22 0.17
H -0.6417 -1.7591 -3.6475 0.18 0.28 0.03
H 0.9877 -1.0766 -3.9171 -0.32 0.06 0.02
C 3.2820 2.0467 0.0374 0.20 -0.07 0.35
H 3.0479 2.6616 0.9158 0.07 0.04 -0.39
H 2.7615 2.4459 -0.8449 -0.02 -0.21 0.39
H 4.3651 2.0858 -0.1527 -0.20 0.08 0.13
H 4.0863 -0.5912 0.2270 0.48 0.11 0.74
H 2.0874 -0.2138 -0.9426 1.99 -0.57 0.27
C -0.5124 -2.8970 -0.2395 0.73 -0.99 -0.49
C -1.2104 -5.2593 -0.2638 0.47 0.32 -0.10
C -1.4844 -3.9357 0.0141 0.35 0.16 -0.02
C 0.7664 -3.3212 -0.7832 -0.88 0.18 0.24
C 1.0122 -4.6524 -1.0508 -0.22 -0.13 -0.02
C 0.0367 -5.6260 -0.8008 0.15 -0.50 -0.05
H -1.9743 -6.0061 -0.0669 0.12 -0.05 -0.06
H -2.4454 -3.6076 0.4219 0.30 -0.17 -0.15
H 1.5191 -2.5479 -0.9656 -0.13 -0.22 0.02
H 1.9812 -4.9312 -1.4717 -0.24 -0.07 0.10
H 0.2552 -6.6702 -1.0250 -0.09 0.22 0.06
C -1.1025 2.6117 0.9104 0.26 -1.10 0.17
O -1.4718 1.4465 0.2037 -0.91 0.45 -0.45
C -2.3544 3.1659 1.5658 -0.08 0.17 0.06
H -2.1913 4.1854 1.9199 -0.05 0.05 0.06
H -2.6504 2.5585 2.4211 -0.07 -0.10 -0.06
H -3.1771 3.1673 0.8428 0.12 0.03 0.08
C -0.4035 3.6630 0.0642 -0.02 0.39 -0.15
H -1.0002 3.8942 -0.8299 0.05 -0.02 0.15
H 0.6048 3.3716 -0.2531 -0.24 -0.16 0.04
H -0.3073 4.5811 0.6575 0.05 -0.02 -0.18
C 2.1806 1.7851 4.8887 -0.21 0.10 0.21
C 3.1259 1.2527 3.8481 -0.19 -0.60 -0.48
O 2.7589 -0.1408 3.4614 0.11 0.30 -0.44
P 1.8798 -0.4659 2.1523 -3.04 -2.13 2.15
O 0.3866 0.0812 2.5165 1.14 -0.58 0.23
C -0.6547 -0.6515 3.3437 0.83 0.10 -1.05
C -0.2908 -0.6341 4.7963 -0.05 0.02 0.41
O 1.7445 -2.0742 2.0051 0.78 1.90 0.51
C 1.6193 -3.1201 3.0299 -0.22 0.26 0.03
C 2.5249 -4.2610 2.6580 0.31 -0.10 -0.03
H 1.1646 1.9106 4.4972 0.27 -0.12 0.02
H 2.5282 2.7717 5.2093 0.04 -0.09 0.00
H 2.1546 1.1264 5.7634 -0.02 0.13 -0.16
H 3.1214 1.8923 2.9554 0.04 -0.23 0.14
H 4.1510 1.1739 4.2176 -0.19 -0.04 -0.08
H -1.5728 -0.1002 3.1325 0.21 -0.07 -0.11
H -0.7427 -1.6596 2.9190 0.01 0.37 -0.02
H 0.7001 -1.0637 4.9799 -0.19 0.12 -0.01
H -0.3281 0.3821 5.2023 0.07 -0.22 -0.04
H -1.0245 -1.2362 5.3423 0.06 0.05 -0.04
H 1.8838 -2.7017 4.0119 -0.06 -0.07 -0.30
H 0.5697 -3.4412 3.0410 0.22 0.21 -0.13
H 3.5701 -3.9444 2.7081 -0.06 -0.04 -0.04
H 2.3844 -5.0735 3.3757 -0.02 0.04 -0.04
H 2.3180 -4.6438 1.6552 -0.13 0.15 0.11